# 1
DFT (ωB97M-V with the def2-TZVPD basis set) results for a molecular structure, C55H47AsGeIInN7O4S in a non-equilibrium geometry.

Output
gap between HOMO and LUMO (alpha / beta) = 5.3 / 5.3 eV
electronic energy = -8006.78200 Eh
HOMO energy (alpha / beta) = -8.9293 / -8.9287 eV
energy above the lowest of the compared OMol25 structures with the same formula, charge and spin = 2.9 kcal/mol
LUMO level (alpha / beta) = -0.1333 / -0.1333 hartree
charge = +1

Positions of all 118 atoms, in Å:
In: 12.9392 12.6853 15.8917
N: 14.2311 11.1645 11.6550
C: 14.3287 11.4421 12.9909
N: 13.5841 12.4238 13.5686
C: 12.6548 13.0655 12.8323
N: 11.9069 14.0349 13.3077
N: 12.1909 14.2616 14.5478
C: 11.6815 15.2554 15.2416
C: 12.0284 15.4880 16.6081
C: 11.5294 16.5621 17.4064
C: 12.0215 16.7463 18.7041
C: 12.9535 15.8180 19.1923
C: 13.3804 14.7907 18.3903
N: 12.8714 14.5937 17.1674
C: 12.3706 12.6459 11.4750
C: 11.3059 13.1842 10.7524
C: 11.0879 12.7648 9.4432
C: 11.9160 11.8156 8.8450
C: 12.9523 11.2431 9.5624
C: 13.1911 11.6712 10.8735
H: 14.8020 10.4273 11.2610
H: 15.3356 11.3302 13.4150
H: 10.9781 15.8845 14.6860
H: 10.7953 17.2436 16.9992
H: 11.7140 17.5868 19.2976
H: 13.3260 15.9319 20.1947
H: 14.1115 14.0575 18.7247
H: 10.6449 13.9100 11.2206
H: 10.2684 13.1996 8.8778
H: 11.7360 11.5153 7.8166
H: 13.5946 10.4916 9.1203
N: 9.5398 12.9893 17.0385
C: 9.9590 11.9123 16.3931
O: 10.8477 11.9806 15.4609
C: 9.4494 10.6079 16.8776
I: 7.2630 10.5062 16.9867
H: 9.7418 13.9346 16.7379
H: 8.7148 12.8316 17.6177
H: 9.8400 10.4868 17.8995
H: 9.7757 9.7420 16.2851
C: 16.2876 6.5817 11.1222
C: 16.8180 7.2108 12.2424
C: 16.0076 8.0475 13.0098
C: 14.6737 8.2226 12.6809
C: 14.1484 7.6216 11.5461
C: 14.9746 6.7915 10.7710
As: 13.6619 9.4011 13.9766
C: 11.7814 9.0050 13.6469
C: 10.9560 9.5241 12.6579
C: 9.5914 9.2339 12.6768
C: 9.0598 8.3842 13.6326
C: 9.8922 7.8351 14.6083
C: 11.2587 8.1284 14.6361
C: 12.2241 7.5966 15.6088
C: 11.9248 6.7972 16.7375
C: 12.9383 6.4014 17.5967
C: 14.2524 6.7635 17.3470
C: 14.5754 7.5190 16.2229
C: 13.5625 7.9829 15.3824
H: 16.9132 5.9457 10.5320
H: 17.8465 7.0439 12.5242
H: 16.4085 8.5888 13.8621
H: 13.0962 7.7401 11.3052
H: 14.5638 6.3111 9.8921
H: 11.3682 10.1252 11.8563
H: 8.9463 9.6949 11.9461
H: 8.0097 8.1265 13.6231
H: 9.4734 7.1649 15.3408
H: 10.9072 6.5511 16.9702
H: 12.6975 5.8244 18.4837
H: 15.0263 6.4684 18.0279
H: 15.6142 7.7367 15.9952
O: 14.7044 11.9336 16.8565
S: 14.5542 10.4143 16.6214
N: 13.3160 10.4391 15.6020
O: 13.4198 9.9575 18.1941
C: 13.0718 11.0130 18.8620
O: 12.2948 11.9258 18.3945
C: 13.8683 11.2379 20.1798
C: 15.3792 10.8434 20.1366
Ge: 16.8184 12.0858 19.6369
C: 17.3649 12.0528 17.7337
C: 17.6456 10.7978 17.1813
C: 17.8366 10.6537 15.8100
C: 17.7588 11.7454 14.9709
C: 17.5487 13.0037 15.5200
C: 17.3730 13.1472 16.8916
C: 16.2440 13.7356 20.5711
C: 15.6965 13.6055 21.8500
C: 15.3421 14.7185 22.5909
C: 15.5508 15.9956 22.0944
C: 16.0731 16.1373 20.8210
C: 16.4676 15.0096 20.0947
C: 18.4743 11.4725 20.5095
C: 18.4797 11.0432 21.8373
C: 19.6536 10.6623 22.4562
C: 20.8667 10.7633 21.7849
C: 20.8801 11.2075 20.4852
C: 19.6897 11.5462 19.8380
H: 13.4052 10.6007 20.9592
H: 13.7168 12.2673 20.5124
H: 15.4803 9.9608 19.4895
H: 15.6571 10.4964 21.1472
H: 17.7122 9.9349 17.8213
H: 18.0388 9.6741 15.4194
H: 17.8370 11.6376 13.8937
H: 17.5106 13.8660 14.8713
H: 17.1592 14.1298 17.2897
H: 15.5142 12.6244 22.2539
H: 14.9184 14.5794 23.5746
H: 15.3109 16.8708 22.6755
H: 16.2001 17.1091 20.3617
H: 16.9386 15.1639 19.1350
H: 17.5547 11.0272 22.4096
H: 19.6370 10.3074 23.4848
H: 21.7847 10.5113 22.2812
H: 21.8082 11.2931 19.9270
H: 19.7201 11.8604 18.7956

Mulliken atomic charge list, values in e, 2 entries: In 2.819; N 0.247


# 2
DFT (ωB97M-V with the def2-TZVPD basis set) results for a molecular structure, C55H49AsBrF4IrN2O3P2 in a non-equilibrium geometry.

Output
gap between HOMO and LUMO (alpha / beta) = 5.6 / 5.5 eV
<S²> = 0.7536
electronic energy = -8456.53378 Eh
HOMO energy (alpha / beta) = -8.1893 / -8.2061 eV
energy above the lowest of the compared OMol25 structures with the same formula, charge and spin = 60.0 kcal/mol
LUMO level (alpha / beta) = -0.0953 / -0.0983 hartree
2S+1 = 2
charge = +1

Positions of all 118 atoms, in Å:
Ir: 0.3533 1.1904 -0.0299
C: 1.6741 5.5196 -0.5425
C: 0.6887 4.3896 -0.5211
O: 0.9532 3.3282 0.0541
N: -0.4898 4.5778 -1.1345
C: -1.4922 3.5268 -1.2196
C: -1.1364 2.5316 -2.2902
C: -1.6246 2.6635 -3.5782
C: -1.1689 1.8168 -4.5747
C: -0.2116 0.8717 -4.2535
C: 0.2104 0.7750 -2.9415
N: -0.2604 1.5658 -1.9660
H: 2.3913 5.3759 0.2616
H: 1.1831 6.4866 -0.4415
H: 2.2161 5.5030 -1.4903
H: -0.6186 5.4233 -1.6665
H: -2.4553 3.9879 -1.4301
H: -1.5479 3.0339 -0.2475
H: -2.3662 3.4219 -3.7885
H: -1.5501 1.9005 -5.5838
H: 0.1986 0.2023 -4.9957
H: 0.9379 0.0380 -2.6299
F: 8.4113 1.5695 -2.9344
C: 7.3843 1.2674 -2.1436
C: 7.5427 0.4023 -1.0853
F: 8.7340 -0.1369 -0.8379
C: 6.4585 0.1047 -0.2695
F: 6.7312 -0.6999 0.7692
C: 5.1846 0.6133 -0.4862
P: 3.7759 0.2072 0.7038
C: 3.7942 1.2321 2.0408
C: 4.9856 1.2739 2.8425
C: 5.2135 2.2150 3.7779
C: 4.2606 3.2979 3.9201
C: 3.1078 3.3294 3.2476
C: 2.6668 2.2206 2.3199
C: 4.1925 -1.5071 1.1528
C: 4.3695 -2.4582 0.1510
C: 4.6929 -3.7633 0.4809
C: 4.8383 -4.1281 1.8148
C: 4.6370 -3.1897 2.8151
C: 4.3078 -1.8806 2.4853
C: 5.0743 1.5267 -1.5373
Br: 3.4840 2.4879 -1.8920
C: 6.1408 1.8388 -2.3587
F: 6.0155 2.7019 -3.3688
H: 5.7445 0.5154 2.6657
H: 6.1203 2.2130 4.3645
H: 4.5111 4.1299 4.5681
H: 2.4405 4.1798 3.3412
H: 2.3076 2.6687 1.4007
H: 4.2698 -2.1776 -0.8923
H: 4.8390 -4.4966 -0.3019
H: 5.1104 -5.1441 2.0713
H: 4.7442 -3.4726 3.8545
H: 4.1493 -1.1425 3.2629
C: 2.2305 0.0241 -0.2106
H: 2.0166 -1.0220 0.0160
H: 2.5224 0.0288 -1.2660
C: -1.8103 -1.0382 -1.3457
C: -2.9123 -2.0695 -1.1727
As: -4.0335 -2.1254 -2.7991
C: -4.5753 -0.2424 -2.7809
C: -4.4618 0.4947 -3.9549
C: -4.8408 1.8335 -3.9932
C: -5.3170 2.4499 -2.8462
C: -5.4326 1.7206 -1.6658
C: -5.0760 0.3801 -1.6383
C: -5.6384 -2.8655 -1.9761
C: -6.8816 -2.5341 -2.5094
C: -8.0407 -3.0886 -1.9884
C: -7.9695 -3.9871 -0.9320
C: -6.7353 -4.3254 -0.3991
C: -5.5738 -3.7672 -0.9187
P: -0.8134 -0.6446 0.1450
C: 0.0323 -2.1943 0.5575
C: 0.1603 -3.2364 -0.3553
C: 0.8714 -4.3803 -0.0171
C: 1.4623 -4.4878 1.2319
C: 1.3528 -3.4452 2.1437
C: 0.6476 -2.3037 1.8046
C: -2.0758 -0.4678 1.4535
C: -2.3137 -1.4263 2.4343
C: -3.3149 -1.2344 3.3778
C: -4.0956 -0.0882 3.3466
C: -3.8777 0.8650 2.3602
C: -2.8743 0.6731 1.4241
H: -2.2546 -0.0840 -1.6480
H: -1.1278 -1.3209 -2.1527
H: -3.5380 -1.8285 -0.3131
H: -2.5069 -3.0722 -1.0155
H: -4.0886 0.0160 -4.8535
H: -4.7758 2.3884 -4.9217
H: -5.6265 3.4878 -2.8743
H: -5.8332 2.1905 -0.7752
H: -5.2100 -0.1882 -0.7248
H: -6.9520 -1.8304 -3.3317
H: -9.0013 -2.8200 -2.4086
H: -8.8737 -4.4224 -0.5275
H: -6.6724 -5.0272 0.4225
H: -4.6201 -4.0468 -0.4870
H: -0.2920 -3.1725 -1.3368
H: 0.9624 -5.1864 -0.7333
H: 2.0156 -5.3795 1.4953
H: 1.8270 -3.5190 3.1128
H: 0.5806 -1.4759 2.5022
H: -1.7286 -2.3371 2.4644
H: -3.4882 -1.9885 4.1341
H: -4.8730 0.0608 4.0843
H: -4.4872 1.7594 2.3233
H: -2.7283 1.4127 0.6481
C: 0.4386 0.4478 4.7085
O: 1.5190 1.2091 4.1424
C: 1.4833 1.4558 2.8575
O: 0.5359 1.0649 2.1676
H: 0.4817 0.6319 5.7764
H: 0.5957 -0.6119 4.5106
H: -0.5184 0.7625 4.2949

Mulliken atomic charge list, values in e, 2 entries: Ir 2.875; C -1.490


# 3
DFT (ωB97M-V with the def2-TZVPD basis set) results for a molecular structure, C55H49Cl3NO2P3Ti in a non-equilibrium geometry.

Output
gap between HOMO and LUMO (alpha / beta) = 7.4 / 7.6 eV
<S²> = 0.7545
electronic energy = -5584.38470 Eh
HOMO energy (alpha / beta) = -10.1348 / -10.1800 eV
energy above the lowest of the compared OMol25 structures with the same formula, charge and spin = 59.9 kcal/mol
LUMO level (alpha / beta) = -0.1011 / -0.0942 hartree
2S+1 = 2
charge = +1

Positions of all 114 atoms, in Å:
Ti: -0.9159 0.4947 -1.0504
C: -1.1483 -2.8314 1.0460
N: 0.1768 -2.4568 1.5141
C: 1.1743 -2.6046 0.4789
P: 1.0307 -1.2756 -0.8371
C: 0.7399 -2.4439 -2.2316
C: 1.6268 -3.4912 -2.5012
C: 1.3485 -4.4075 -3.4995
C: 0.1737 -4.3007 -4.2353
C: -0.7190 -3.2784 -3.9663
C: -0.4373 -2.3531 -2.9682
C: 2.7986 -0.6120 -1.0781
C: 3.2835 -0.8213 -2.4941
C: 4.4012 -0.3428 -3.0495
C: 5.4393 0.4815 -2.4434
C: 5.4228 0.9502 -1.1967
C: 4.3452 0.6629 -0.2055
C: 0.5297 -2.9665 2.8030
C: 1.5303 -3.9180 2.9863
C: 1.8378 -4.3751 4.2608
C: 1.1448 -3.9029 5.3636
C: 0.1503 -2.9514 5.1855
C: -0.1516 -2.4817 3.9179
P: -2.0621 -1.3549 0.3907
C: -3.5537 -2.1842 -0.2684
C: -3.4113 -3.2160 -1.1972
C: -4.5287 -3.8239 -1.7455
C: -5.8002 -3.4045 -1.3823
C: -5.9489 -2.3740 -0.4682
C: -4.8333 -1.7601 0.0803
C: -2.6960 -0.6109 1.9331
C: -3.3887 -1.3508 2.8915
C: -3.8717 -0.7296 4.0304
C: -3.6762 0.6336 4.2202
C: -3.0007 1.3794 3.2683
C: -2.5126 0.7560 2.1284
H: -1.7304 -3.2508 1.8642
H: -1.0872 -3.5936 0.2577
H: 1.1171 -3.5828 -0.0096
H: 2.1485 -2.4898 0.9324
H: 2.5492 -3.5753 -1.9372
H: 2.0504 -5.2048 -3.7065
H: -0.0372 -5.0156 -5.0195
H: -1.6361 -3.1912 -4.5352
H: -1.1456 -1.5583 -2.7703
H: 2.6389 -1.3977 -3.1404
H: 4.5655 -0.5879 -4.0927
H: 6.2798 0.7285 -3.0803
H: 6.2401 1.5715 -0.8507
H: 4.5650 1.1438 0.7452
H: 2.0665 -4.3247 2.1393
H: 2.6166 -5.1171 4.3801
H: 1.3747 -4.2753 6.3528
H: -0.3876 -2.5651 6.0418
H: -0.9201 -1.7293 3.7874
H: -2.4259 -3.5492 -1.4997
H: -4.4078 -4.6302 -2.4576
H: -6.6730 -3.8751 -1.8154
H: -6.9372 -2.0331 -0.1872
H: -4.9652 -0.9614 0.7944
H: -3.5690 -2.4086 2.7406
H: -4.4073 -1.3083 4.7717
H: -4.0606 1.1144 5.1102
H: -2.8581 2.4433 3.4107
H: -1.9880 1.3331 1.3749
C: -1.5864 4.5938 0.2286
C: -0.2681 4.8398 0.9055
C: -0.0376 6.0274 1.5917
C: 1.1856 6.2881 2.1892
C: 2.2051 5.3523 2.1181
C: 1.9943 4.1577 1.4501
C: 0.7698 3.8987 0.8397
P: 0.5672 2.3850 -0.1696
C: 1.9332 1.2955 0.3769
C: 2.9029 0.9111 -0.7034
C: 3.9669 -0.8467 -0.0421
C: 3.6490 -1.0470 1.4043
C: 2.8040 -0.2935 2.1127
C: 1.8916 0.7365 1.6124
C: 0.8761 1.1443 2.6490
C: 0.9999 3.0334 -1.8279
C: 1.5767 4.2959 -1.9976
C: 1.7606 4.8248 -3.2620
C: 1.3412 4.1106 -4.3757
C: 0.7798 2.8566 -4.2168
C: 0.6159 2.2842 -2.9537
C: 0.1101 0.8738 -2.8442
H: -2.2546 5.4441 0.3540
H: -2.0802 3.7086 0.6337
H: -1.4441 4.4232 -0.8409
H: -0.8304 6.7639 1.6438
H: 1.3439 7.2251 2.7068
H: 3.1663 5.5546 2.5720
H: 2.7908 3.4264 1.3880
H: 2.8312 1.5791 -1.5565
H: 4.7112 -1.5574 -0.3965
H: 4.2335 -1.7957 1.9286
H: 2.7112 -0.5019 3.1738
H: 1.3895 1.5528 3.5233
H: 0.3131 0.2676 2.9795
H: 0.1818 1.9002 2.2934
H: 1.8737 4.8816 -1.1386
H: 2.2219 5.7967 -3.3783
H: 1.4637 4.5257 -5.3678
H: 0.4665 2.2900 -5.0858
H: 0.9712 0.2176 -3.0115
H: -0.5852 0.6748 -3.6673
Cl: -4.2494 3.3358 -2.7894
C: -4.4081 1.7697 -1.9849
Cl: -5.1190 2.0252 -0.3660
Cl: -5.3928 0.6923 -2.9432
C: -2.9989 1.2115 -1.7608
O: -2.1630 1.9576 -1.1682
O: -2.6551 0.0651 -2.1081

Mulliken atomic charge list, values in e, 2 entries: Ti -1.769; C -1.678


# 4
DFT (ωB97M-V with the def2-TZVPD basis set) results for a molecular structure, C55H49I4N6O3PSr in a non-equilibrium geometry.

Output
gap between HOMO and LUMO (alpha / beta) = 5.5 / 5.5 eV
electronic energy = -4242.36066 Eh
HOMO energy (alpha / beta) = -6.5043 / -6.5047 eV
LUMO level (alpha / beta) = -0.0356 / -0.0356 hartree

Positions of all 119 atoms, in Å:
Sr: -0.7599 -0.2215 0.0384
I: -6.9707 7.9334 -0.9371
C: -5.6095 6.3359 -0.5775
C: -6.0272 5.1059 -0.1691
C: -5.1549 3.9934 -0.0656
C: -3.8104 4.2309 -0.3780
C: -3.4092 5.5390 -0.6679
C: -4.2921 6.6096 -0.7827
C: -2.7635 3.1410 -0.3108
C: -2.3726 2.8368 0.9626
C: -2.6968 3.5477 2.1804
C: -2.0270 3.0262 3.2161
C: -1.1609 1.9419 2.5935
C: -0.0631 1.4309 3.3239
C: -0.0469 1.7104 4.8226
C: 0.7324 2.7386 5.3929
C: 0.9257 2.9074 6.7715
C: 0.1827 2.1324 7.6068
I: 0.3774 2.1295 9.6512
C: -0.7111 1.2282 7.1185
C: -0.7974 0.9667 5.7240
C: 1.0747 0.7654 2.7614
N: 1.1979 0.3336 1.4151
C: 2.4607 -0.1420 1.2589
C: 3.0749 -0.5042 0.0588
C: 4.5888 -0.7572 -0.0035
C: 5.4057 0.2808 -0.3930
C: 6.7582 0.1176 -0.3969
C: 7.3606 -1.1068 -0.0705
I: 9.4515 -1.3150 -0.1193
C: 6.5361 -2.1321 0.3777
C: 5.1410 -1.9544 0.3634
C: 2.4347 -0.5786 -1.2061
C: 3.0107 -1.0417 -2.4319
C: 2.1299 -0.7071 -3.4321
C: 1.0230 0.0126 -2.7758
N: 1.2282 -0.0067 -1.4332
C: 0.1175 0.8088 -3.5037
C: -0.9193 1.5701 -3.0043
C: -1.6496 2.5157 -3.7480
C: -2.5353 3.1276 -2.8524
C: -2.2831 2.5607 -1.6059
N: -1.3752 1.5498 -1.6540
C: 0.3893 0.9530 -4.9991
C: 1.6080 1.4839 -5.4585
C: 1.8606 1.5913 -6.8295
C: 0.9102 1.2410 -7.7535
I: 1.3958 1.0617 -9.8016
C: -0.3329 0.8035 -7.2714
C: -0.6002 0.6902 -5.9393
C: 3.1763 -0.0234 2.4654
C: 2.3483 0.4532 3.3985
N: -1.3907 1.8598 1.2712
H: -7.0784 4.9764 0.0747
H: -5.4532 3.0881 0.3052
H: -2.3268 5.6823 -0.6290
H: -3.8372 7.6139 -1.0771
H: -3.3178 4.4594 2.2791
H: -2.0661 3.3294 4.2176
H: 1.4871 3.2910 4.8187
H: 1.6516 3.6054 7.1079
H: -1.2063 0.5176 7.7660
H: -1.5497 0.2893 5.3731
H: 4.9764 1.1809 -0.8115
H: 7.4830 0.9017 -0.7851
H: 6.9906 -3.0496 0.6449
H: 4.5615 -2.7829 0.5718
H: 3.8760 -1.7058 -2.5898
H: 2.2635 -1.0320 -4.4625
H: -1.4719 2.8328 -4.7399
H: -3.2834 3.9219 -2.9474
H: 2.2614 1.9429 -4.6861
H: 2.8234 2.0746 -7.0530
H: -1.1644 0.5828 -7.9992
H: -1.5825 0.2686 -5.6965
H: 4.2117 -0.3806 2.6344
H: 2.6482 0.7997 4.3292
C: 3.7811 -4.1440 3.7580
N: 2.5806 -3.3814 3.4158
C: 1.6929 -2.8581 4.4559
C: 2.1733 -3.6058 2.1799
O: 2.8994 -4.1840 1.4032
C: 0.7575 -3.0578 1.8525
O: 0.6105 -2.7443 0.5035
C: 0.4510 -3.7889 -0.3897
C: -0.3428 -3.4142 -1.6356
O: -1.3084 -2.6472 -1.5004
N: -0.0935 -4.0953 -2.8110
C: -0.9237 -3.5682 -3.9157
C: 1.1699 -4.5852 -3.1214
H: 4.2388 -3.7794 4.6407
H: 4.5416 -4.1382 2.9490
H: 3.5653 -5.1765 3.9503
H: 0.7978 -3.4535 4.4681
H: 1.4951 -1.7583 4.2865
H: 2.1535 -2.9588 5.3947
H: 0.6282 -2.1442 2.4121
H: -0.0339 -3.7512 2.2132
H: -0.0910 -4.6430 0.0361
H: 1.4890 -4.0562 -0.6205
H: -1.8212 -3.2338 -3.4403
H: -1.1129 -4.3049 -4.6630
H: -0.3628 -2.7008 -4.2566
H: 1.5907 -5.0704 -2.2705
H: 1.7844 -3.7827 -3.4803
H: 1.1257 -5.2681 -3.9303
C: -4.5026 -2.9563 -0.2473
P: -3.8914 -1.2898 0.1527
C: -4.3943 -0.4543 -1.4144
C: -5.2151 -0.8699 1.4137
H: -5.5048 -2.9355 -0.6718
H: -4.4088 -3.5837 0.6481
H: -3.8368 -3.3975 -1.0357
H: -5.4646 -0.1568 -1.3307
H: -4.2925 -1.2525 -2.1866
H: -3.6325 0.3926 -1.4951
H: -6.2576 -1.1832 1.2440
H: -5.1243 0.1383 1.7904
H: -4.9484 -1.3400 2.4021

Mulliken atomic charge list, values in e, 2 entries: Sr 2.219; I 0.049